# 1
The following is a quantum chemistry calculation of C22H18BrIrN2O2 as an isolated structure, from the Open Molecules 2025 dataset.

As for the total energy: -3786.8821 Ha. As for the charge: +2. The HOMO energy (alpha / beta) is -14.078 / -14.078 eV.

Element x y z (Å)
Ir 0.58 -0.34 -1.63
Br 2.39 -2.12 -2.03
C 1.14 -3.57 -1.79
C 1.63 -4.84 -1.68
C 0.73 -5.90 -1.53
C -0.62 -5.66 -1.51
C -1.12 -4.34 -1.61
C -2.51 -4.07 -1.55
C -2.99 -2.79 -1.62
C -2.10 -1.72 -1.76
C -0.74 -1.92 -1.80
C -0.22 -3.24 -1.74
H 2.70 -5.02 -1.71
H 1.11 -6.91 -1.42
H -1.32 -6.47 -1.41
H -3.20 -4.91 -1.46
H -4.05 -2.60 -1.58
H -2.50 -0.71 -1.85
O 0.45 2.12 4.92
C 0.41 0.74 4.70
C 0.45 0.46 3.23
C 0.49 -0.85 2.75
C 0.57 -1.06 1.40
N 0.59 -0.05 0.52
C 0.51 1.22 0.95
C 0.44 1.50 2.30
C 0.50 2.25 -0.10
C 0.50 3.61 0.16
C 0.49 4.52 -0.89
C 0.41 6.00 -0.60
O -0.72 6.28 0.19
C 0.49 4.02 -2.19
C 0.49 2.65 -2.38
N 0.49 1.79 -1.36
H 0.46 2.30 5.87
H -0.50 0.29 5.11
H 1.26 0.22 5.16
H 0.48 -1.68 3.43
H 0.62 -2.06 0.99
H 0.39 2.51 2.68
H 0.52 3.98 1.18
H 0.43 6.57 -1.54
H 1.29 6.28 -0.01
H -1.45 6.59 -0.35
H 0.50 4.68 -3.05
H 0.50 2.24 -3.38

Formally, the Löwdin partial charges of the atoms, in units of the elementary charge, are as follows:
1 Ir 1.099
2 Br 0.932
3 C -0.546
4 C -0.084
5 C -0.031
6 C 0.015
7 C -0.146
8 C 0.015
9 C -0.040
10 C -0.084
11 C -0.248
12 C -0.251
13 H 0.120
14 H 0.126
15 H 0.132
16 H 0.132
17 H 0.123
18 H 0.110
19 O -0.029
20 C -0.197
21 C -0.125
22 C 0.041
23 C -0.063
24 N -0.008
25 C -0.168
26 C 0.094
27 C -0.183
28 C 0.090
29 C -0.119
30 C -0.188
31 O -0.016
32 C 0.041
33 C -0.076
34 N -0.069
35 H 0.117
36 H 0.151
37 H 0.149
38 H 0.142
39 H 0.126
40 H 0.129
41 H 0.139
42 H 0.135
43 H 0.143
44 H 0.109
45 H 0.136
46 H 0.126

***

# 2
The following is a quantum chemistry calculation of C22H18Cl2F6FeNO7P as an isolated structure, from the Open Molecules 2025 dataset.

As for the total energy: -4555.6987 Ha. As for the charge: -1. Its energy relative to the best compared isomer or geometry (same formula, charge and spin) is 0.00 kJ/mol. As for the spin multiplicity: 6. The HOMO energy (alpha / beta) is -5.822 / -5.822 eV.

Element x y z (Å)
Fe 0.10 -0.79 0.18
O 1.79 2.76 0.62
C 0.93 1.93 0.77
O 0.68 0.98 -0.10
C -0.03 1.99 1.96
C -1.47 1.80 1.46
C -2.48 2.20 2.54
C -2.39 1.00 3.51
C -1.31 0.15 2.84
O -1.58 0.37 1.43
C 0.07 0.82 3.01
C 1.19 -0.18 2.78
O 2.17 -0.21 3.49
O 0.99 -1.01 1.79
H 0.13 2.96 2.43
H -1.66 2.20 0.47
H -3.47 2.30 2.11
H -2.21 3.15 3.01
H -3.33 0.45 3.54
H -2.12 1.28 4.52
H -1.34 -0.91 3.04
H 0.21 1.21 4.02
Cl -1.42 1.01 -2.15
C -2.93 1.04 -3.01
C -3.25 2.16 -3.75
C -4.42 2.19 -4.48
C -5.28 1.11 -4.44
C -4.96 0.00 -3.68
Cl -6.10 -1.30 -3.59
C -3.77 -0.09 -2.95
N -3.46 -1.17 -2.14
C -3.25 -2.47 -2.66
C -3.15 -2.71 -4.03
C -2.91 -3.99 -4.50
C -2.75 -5.04 -3.61
C -2.85 -4.79 -2.25
C -3.10 -3.52 -1.75
C -3.26 -3.32 -0.27
C -2.14 -2.62 0.48
O -1.90 -2.87 1.64
O -1.52 -1.69 -0.21
H -2.56 3.00 -3.76
H -4.68 3.06 -5.07
H -6.21 1.11 -4.99
H -2.80 -0.97 -1.40
H -3.25 -1.88 -4.72
H -2.83 -4.15 -5.57
H -2.54 -6.04 -3.97
H -2.71 -5.61 -1.55
H -3.42 -4.28 0.22
H -4.16 -2.72 -0.09
F 1.04 -1.31 -1.52
P 1.50 -2.99 -1.66
F 0.94 -3.11 -0.13
F 1.90 -4.52 -1.72
F 1.99 -2.67 -3.14
F 2.93 -2.56 -1.08
F 0.02 -3.27 -2.19

Formally, the Löwdin partial charges of the atoms, in units of the elementary charge, are as follows:
1 Fe 1.154
2 O 0.102
3 C -0.555
4 O -0.165
5 C -0.085
6 C -0.253
7 C -0.089
8 C -0.089
9 C -0.239
10 O -0.114
11 C -0.085
12 C -0.546
13 O 0.108
14 O -0.088
15 H 0.153
16 H 0.137
17 H 0.113
18 H 0.115
19 H 0.116
20 H 0.115
21 H 0.151
22 H 0.153
23 Cl 0.832
24 C -0.538
25 C -0.112
26 C -0.095
27 C -0.120
28 C -0.590
29 Cl 0.722
30 C -0.306
31 N 0.075
32 C -0.222
33 C -0.043
34 C -0.087
35 C -0.094
36 C -0.042
37 C -0.166
38 C -0.037
39 C -0.569
40 O 0.078
41 O -0.181
42 H 0.102
43 H 0.101
44 H 0.099
45 H 0.076
46 H 0.110
47 H 0.098
48 H 0.095
49 H 0.114
50 H 0.120
51 H 0.134
52 F -0.242
53 P 0.200
54 F -0.157
55 F -0.111
56 F -0.119
57 F -0.120
58 F -0.116

***

# 3
The following is a quantum chemistry calculation of C22H18Cl3N6O2SSiTl as an isolated structure, from the Open Molecules 2025 dataset.

As for the total energy: -3569.1500 Ha. As for the charge: 0. Its energy relative to the best compared isomer or geometry (same formula, charge and spin) is 72.02 kJ/mol. The HOMO energy is -7.334 eV.

Element x y z (Å)
Tl -0.41 0.43 0.52
O 0.29 1.99 -3.49
C -0.05 1.75 -2.34
N 0.41 0.83 -1.50
C 1.63 0.15 -1.69
C 2.13 -0.23 -2.94
C 3.32 -0.94 -3.02
C 4.01 -1.27 -1.87
C 3.54 -0.89 -0.62
C 2.35 -0.17 -0.52
N 1.77 0.24 0.69
C 2.45 0.46 1.82
O 3.65 0.30 2.04
C 1.60 1.03 2.95
C 2.20 1.27 4.18
C 1.45 1.82 5.19
C 0.12 2.13 4.96
C -0.41 1.87 3.71
N 0.32 1.33 2.72
C -1.11 2.67 -1.72
C -1.79 3.56 -2.54
C -2.69 4.44 -1.98
C -2.88 4.41 -0.60
C -2.17 3.50 0.15
N -1.30 2.64 -0.40
H 1.58 0.04 -3.82
H 3.70 -1.23 -3.99
H 4.94 -1.83 -1.93
H 4.08 -1.13 0.28
H 3.24 1.01 4.29
H 1.89 2.01 6.16
H -0.51 2.57 5.72
H -1.45 2.08 3.48
H -1.57 3.54 -3.60
H -3.24 5.14 -2.60
H -3.57 5.09 -0.12
H -2.29 3.44 1.22
Cl -3.74 0.25 -1.04
Si -2.84 -0.14 0.76
Cl -3.34 -2.07 1.23
Cl -3.76 1.05 2.17
C -0.12 -2.98 -2.20
N -0.75 -3.87 -1.23
C -1.59 -4.92 -1.51
C -1.94 -5.49 -0.33
N -1.29 -4.77 0.65
C -0.57 -3.76 0.11
S 0.40 -2.63 0.91
H -0.39 -3.33 -3.19
H 0.96 -2.99 -2.07
H -0.48 -1.96 -2.06
H -1.87 -5.18 -2.51
H -2.57 -6.33 -0.12
H -1.33 -4.91 1.64

Formally, the Löwdin partial charges of the atoms, in units of the elementary charge, are as follows:
1 Tl 0.761
2 O 0.044
3 C -0.473
4 N -0.006
5 C -0.233
6 C -0.031
7 C -0.098
8 C -0.092
9 C -0.017
10 C -0.240
11 N -0.027
12 C -0.475
13 O 0.045
14 C -0.169
15 C 0.015
16 C -0.040
17 C -0.048
18 C -0.124
19 N 0.034
20 C -0.198
21 C 0.010
22 C -0.041
23 C -0.048
24 C -0.154
25 N 0.024
26 H 0.105
27 H 0.097
28 H 0.098
29 H 0.105
30 H 0.122
31 H 0.112
32 H 0.108
33 H 0.071
34 H 0.121
35 H 0.112
36 H 0.108
37 H 0.088
38 Cl 0.283
39 Si -0.762
40 Cl 0.281
41 Cl 0.275
42 C -0.014
43 N -0.117
44 C -0.051
45 C -0.078
46 N 0.056
47 C -0.824
48 S 0.630
49 H 0.096
50 H 0.091
51 H 0.082
52 H 0.121
53 H 0.114
54 H 0.149

***

# 4
The following is a quantum chemistry calculation of one molecule with the formula C22H18F2N6O2S, from the Open Molecules 2025 dataset.

As for the total energy: -1926.1260 Ha. The SMILES is O=C(CSc1ccc2nnc(CCNC(=O)c3ccccc3)n2n1)Nc1ccc(F)cc1F. As for the charge: 0. Its energy relative to the best compared isomer or geometry (same formula, charge and spin) is 0.00 kJ/mol. The HOMO energy is -8.632 eV.

Element x y z (Å)
O -1.96 -2.41 1.42
C -1.51 -1.33 1.69
N -2.06 -0.13 1.34
C -3.25 0.09 0.66
C -4.12 -0.92 0.25
C -5.29 -0.63 -0.42
C -5.60 0.69 -0.70
C -4.77 1.73 -0.32
C -3.61 1.41 0.35
F -2.79 2.41 0.73
H -5.02 2.75 -0.53
F -6.74 0.98 -1.35
H -5.96 -1.42 -0.73
H -3.86 -1.94 0.47
H -1.51 0.71 1.55
C -0.25 -1.12 2.52
H -0.53 -1.09 3.58
H 0.27 -0.21 2.24
S 0.90 -2.51 2.38
C 1.48 -2.31 0.75
N 0.83 -1.55 -0.09
N 1.37 -1.44 -1.31
C 0.95 -0.74 -2.40
N 1.85 -0.86 -3.35
N 2.85 -1.63 -2.93
C 2.58 -2.00 -1.70
C 3.26 -2.84 -0.79
C 2.69 -3.01 0.43
H 3.13 -3.63 1.19
H 4.18 -3.30 -1.09
C -0.30 0.04 -2.55
H -1.16 -0.63 -2.53
H -0.25 0.51 -3.54
C -0.46 1.08 -1.45
N 0.81 1.68 -1.10
C 1.25 1.72 0.18
O 0.53 1.44 1.13
C 2.67 2.10 0.35
C 3.65 1.72 -0.56
C 4.98 2.05 -0.34
C 5.33 2.78 0.79
C 4.36 3.15 1.71
C 3.04 2.81 1.49
H 2.27 3.08 2.20
H 4.63 3.71 2.59
H 6.36 3.04 0.96
H 5.73 1.75 -1.04
H 3.40 1.14 -1.44
H 1.41 1.96 -1.85
H -0.83 0.60 -0.54
H -1.18 1.85 -1.76

Formally, the Löwdin partial charges of the atoms, in units of the elementary charge, are as follows:
1 O 0.058
2 C -0.534
3 N 0.133
4 C -0.162
5 C 0.011
6 C -0.003
7 C -0.280
8 C 0.068
9 C -0.213
10 F 0.073
11 H 0.132
12 F 0.062
13 H 0.120
14 H 0.106
15 H 0.120
16 C -0.359
17 H 0.095
18 H 0.052
19 S 1.017
20 C -0.569
21 N 0.150
22 N 0.035
23 C -0.306
24 N 0.062
25 N 0.055
26 C -0.288
27 C 0.032
28 C -0.072
29 H 0.101
30 H 0.122
31 C -0.079
32 H 0.125
33 H 0.118
34 C -0.160
35 N 0.089
36 C -0.429
37 O 0.027
38 C -0.135
39 C -0.029
40 C -0.072
41 C -0.079
42 C -0.071
43 C -0.016
44 H 0.118
45 H 0.105
46 H 0.104
47 H 0.107
48 H 0.103
49 H 0.145
50 H 0.085
51 H 0.128

***

# 5
The following is a quantum chemistry calculation of C22H18F5InN6O5STe as an isolated structure, from the Open Molecules 2025 dataset.

As for the total energy: -2909.7498 Ha. As for the charge: 0. Its energy relative to the best compared isomer or geometry (same formula, charge and spin) is 31.02 kJ/mol. The HOMO energy is -9.023 eV.

Element x y z (Å)
In -1.89 0.29 -1.75
N -4.43 0.09 0.56
C -3.96 1.39 0.44
C -4.75 2.40 1.00
C -4.33 3.70 0.93
C -3.11 3.99 0.31
C -2.40 2.95 -0.22
N -2.81 1.67 -0.17
C -3.89 -1.16 0.30
C -4.66 -2.28 0.65
C -4.14 -3.53 0.45
C -2.86 -3.67 -0.09
C -2.18 -2.53 -0.42
N -2.68 -1.29 -0.23
H -5.36 0.04 0.93
H -5.69 2.14 1.48
H -4.93 4.49 1.36
H -2.74 5.00 0.23
H -1.47 3.12 -0.75
H -5.64 -2.14 1.07
H -4.72 -4.40 0.71
H -2.42 -4.64 -0.28
H -1.21 -2.57 -0.90
O -0.49 3.03 -4.81
S -0.32 1.80 -4.11
O 0.99 1.22 -4.03
O -0.94 1.90 -2.73
O -1.27 0.75 -4.85
F 0.65 -1.47 -4.94
Te -1.18 -1.19 -4.79
F -3.02 -1.14 -5.01
F -1.36 -3.04 -4.88
F -3.78 0.18 -2.39
F -1.11 -1.11 -6.64
O -1.06 -1.20 -2.97
N 3.75 -0.16 3.03
C 5.09 -0.24 3.34
C 5.78 -0.34 4.55
C 7.15 -0.39 4.47
C 7.82 -0.34 3.23
C 7.14 -0.24 2.04
C 5.74 -0.19 2.10
N 4.82 -0.10 1.08
C 3.66 -0.08 1.67
C 2.38 0.00 0.95
C 1.15 0.06 1.60
C 0.00 0.14 0.85
N 0.01 0.16 -0.49
C 1.19 0.11 -1.13
C 2.39 0.03 -0.44
H 2.99 -0.19 3.69
H 5.26 -0.37 5.50
H 7.73 -0.46 5.38
H 8.91 -0.38 3.23
H 7.65 -0.21 1.09
H 1.07 0.05 2.68
H -0.98 0.18 1.32
H 1.16 0.16 -2.21
H 3.32 0.00 -0.98

Formally, the Löwdin partial charges of the atoms, in units of the elementary charge, are as follows:
1 In 0.745
2 N 0.144
3 C -0.269
4 C 0.006
5 C -0.042
6 C -0.039
7 C -0.088
8 N 0.065
9 C -0.274
10 C 0.006
11 C -0.040
12 C -0.037
13 C -0.098
14 N 0.063
15 H 0.140
16 H 0.118
17 H 0.117
18 H 0.114
19 H 0.113
20 H 0.118
21 H 0.117
22 H 0.114
23 H 0.112
24 O -0.237
25 S 0.415
26 O -0.295
27 O -0.375
28 O -0.471
29 F -0.344
30 Te 1.819
31 F -0.337
32 F -0.356
33 F -0.379
34 F -0.335
35 O -0.556
36 N 0.166
37 C -0.191
38 C -0.024
39 C -0.091
40 C -0.090
41 C -0.010
42 C -0.221
43 N 0.188
44 C -0.277
45 C -0.113
46 C 0.007
47 C -0.110
48 N 0.017
49 C -0.055
50 C 0.044
51 H 0.149
52 H 0.107
53 H 0.101
54 H 0.101
55 H 0.114
56 H 0.108
57 H 0.107
58 H 0.092
59 H 0.127